No. 1
# C25H53NO8S

A cluster of 5 separate species, C25H53NO8S in total (the ωB97M-V functional and the def2-TZVPD basis, the Open Molecules 2025 dataset).

The geometry in ORCA input format:
```
! wB97M-V def2-TZVPD RIJCOSX def2/J DEFGRID3
* xyz 0 1
S -0.90 2.87 -0.27
O 0.05 3.26 -1.54
O -3.20 -0.48 -3.97
O 0.82 -0.74 -5.01
O 0.94 -1.20 5.67
O 0.19 3.12 5.66
O 2.32 -4.72 -4.96
O -2.11 2.31 -0.80
O -0.15 1.55 0.37
N 0.64 -1.24 0.46
C 0.55 -1.00 1.91
C 1.68 -0.11 2.42
C 1.47 1.39 2.20
C 2.20 -5.76 -5.93
C -5.27 0.66 -3.78
C 0.03 1.38 -3.22
C 0.03 -1.58 -4.19
C 2.92 -3.56 -5.56
C 1.84 -0.06 -4.31
C 3.46 -4.01 -6.91
C -4.47 0.87 -2.49
C 2.47 -5.11 -7.28
C 0.89 -0.52 7.94
C -3.45 -0.26 -2.58
C 1.19 1.87 0.79
C 0.55 -2.00 7.86
C -2.04 3.90 5.43
C -0.24 3.60 6.93
C -1.42 4.53 6.67
C 1.56 -0.28 6.58
C -4.18 0.22 -4.75
C 0.16 -2.15 6.40
C 1.40 1.34 -3.92
C -0.80 3.44 4.67
C -0.34 2.81 -2.85
H 1.55 -4.67 -7.68
H 0.60 4.10 7.42
H -4.55 -0.44 -5.54
H 2.14 -2.80 -5.66
H 2.21 -0.61 -3.44
H 0.67 1.74 2.85
H -0.53 2.74 7.55
H 3.50 -3.20 -7.63
H 1.38 1.95 -4.82
H 0.37 -3.15 6.00
H -5.07 0.82 -1.59
H -2.51 -0.02 -2.08
H -0.24 -2.31 8.54
H 1.03 -2.16 0.29
H -0.27 -1.19 0.02
H 0.05 -2.62 -4.54
H -3.85 -1.19 -2.15
H -3.70 1.09 -5.22
H 2.94 -6.54 -5.71
H 3.69 -3.18 -4.89
H 1.54 -0.25 8.77
H -0.90 -1.93 6.24
H -2.66 4.58 4.85
H -0.41 4.24 4.03
H -1.00 -1.23 -4.21
H 0.05 0.72 -2.35
H -0.02 0.07 8.01
H 0.23 3.46 -3.52
H 2.63 -0.50 6.62
H -0.98 2.57 4.05
H 2.86 -5.82 -8.02
H -2.64 3.03 5.71
H 0.64 -1.96 2.43
H -6.00 -0.14 -3.65
H -1.07 5.53 6.45
H -2.10 4.58 7.52
H 1.42 0.74 6.22
H 1.29 2.96 0.82
H 2.39 1.90 2.51
H 2.13 1.76 -3.22
H -0.71 1.01 -3.94
H -1.39 3.03 -3.03
H 2.69 0.01 -5.00
H -0.42 -0.60 2.19
H -5.80 1.55 -4.12
H 2.63 -0.41 1.99
H 1.73 -0.24 3.50
H 0.35 -1.55 -3.14
H -3.96 1.83 -2.51
H 1.90 1.50 0.05
H 4.46 -4.43 -6.79
H 1.21 -6.20 -5.86
H 1.44 -2.60 8.08
*
```

Calculated values
Gap between HOMO and LUMO (eV): 9.6
Calculated total energy (eV): -55486.829
Strongest force on any atom (eV Å⁻¹): 0.81
E_HOMO (eV): -8.90



No. 2
# C25H56AlNO28PS6

A structure of composition C25H56AlNO28PS6 (the ωB97M-V functional and the def2-TZVPD basis, the Open Molecules 2025 dataset).

The geometry in ORCA input format:
```
! wB97M-V def2-TZVPD RIJCOSX def2/J DEFGRID3
* xyz -1 1
S 1.24 -3.36 4.32
S 7.06 5.60 2.45
S -5.54 3.80 2.84
S 1.48 -2.72 -3.82
S 4.32 1.30 -3.53
S -3.16 0.37 -6.46
P -4.37 -1.95 0.88
Al -1.71 0.63 0.66
O -4.45 3.86 4.00
O -4.41 -3.01 -0.32
O 1.92 -1.95 -4.92
O -5.49 2.52 2.25
O 4.77 2.26 -4.73
O 2.31 -2.72 5.01
O 5.42 1.04 -2.68
O 0.61 -2.34 3.30
O -5.74 -2.30 1.64
O 2.72 -2.94 -2.84
O 4.08 0.00 -4.41
O -3.21 -0.63 -7.47
O 1.47 -4.62 3.70
O 5.98 4.67 3.15
O -0.02 -3.50 5.28
O 6.53 5.41 0.95
O -5.49 4.98 2.07
O -2.12 -0.10 -5.36
O 6.86 6.95 2.82
O -6.83 3.89 3.79
O 8.33 4.99 2.60
O -2.95 1.73 -6.81
O -4.46 0.29 -5.54
O 3.09 1.79 -3.02
O 4.43 -0.17 0.77
O 1.32 -4.25 -4.26
O -3.18 -2.07 1.74
O 0.33 -2.36 -3.07
N -2.25 1.25 2.37
C -2.71 -0.02 -4.04
C 2.48 -4.99 -3.89
C 4.97 1.50 -5.93
C -0.84 -2.31 3.45
C 4.93 4.30 2.23
C 5.74 -0.56 0.40
C -4.60 -0.37 0.10
C 0.99 1.76 -0.32
C -5.79 -2.09 3.07
C 3.43 -1.03 0.24
C -3.25 -3.86 -0.49
C -3.31 0.18 -0.53
C -1.02 -2.52 4.93
C 4.00 0.33 -5.80
C -2.15 -3.13 -1.24
C -0.54 1.97 -0.33
C -6.45 3.73 5.17
C -5.05 4.30 5.23
C -4.17 -0.36 -4.29
C 5.63 4.28 0.89
C 2.94 -4.33 -2.60
C 6.71 -0.23 1.52
C -5.52 -0.66 3.50
C 1.42 0.32 -0.67
C 2.04 -0.48 0.49
H 5.76 -1.64 0.23
H 4.00 -4.48 -2.39
H -6.46 2.67 5.42
H 4.76 2.14 -6.78
H -4.46 -0.44 3.55
H -1.51 -3.84 -1.78
H 6.01 1.16 -5.97
H -5.05 5.40 5.24
H -6.02 0.05 2.85
H 6.02 -0.06 -0.53
H 0.54 -0.22 -1.02
H -0.84 -0.73 0.86
H -2.62 -2.49 -1.98
H 2.97 0.62 -6.04
H -3.21 1.54 2.44
H 2.20 -6.03 -3.76
H -4.83 0.03 -3.52
H -1.67 2.02 2.66
H -1.54 -2.53 -0.57
H -0.75 2.99 0.01
H 6.22 3.37 0.76
H -2.92 -4.23 0.47
H -1.21 -1.36 3.07
H 4.28 -0.54 -6.38
H -0.85 1.96 -1.39
H 2.14 0.34 -1.50
H -2.22 -0.73 -3.38
H -7.16 4.28 5.79
H -6.80 -2.39 3.35
H -3.61 -4.71 -1.07
H -0.83 -1.61 5.50
H -2.00 -2.92 5.18
H -4.46 3.92 6.05
H 2.34 -4.64 -1.74
H 6.84 0.85 1.64
H 1.46 2.44 -1.03
H -3.60 1.12 -1.03
H 2.08 0.13 1.40
H -5.94 -0.53 4.51
H 1.38 -1.32 0.72
H 6.35 -0.66 2.45
H -2.95 -0.48 -1.32
H -5.10 -2.78 3.55
H 3.23 -4.90 -4.68
H -5.40 -0.53 -0.64
H 1.37 2.01 0.67
H -4.32 -1.43 -4.41
H -1.27 -3.11 2.85
H -5.00 0.33 0.84
H 7.68 -0.68 1.28
H 3.61 -1.17 -0.83
H 4.15 5.06 2.27
H -2.59 0.99 -3.65
H 4.53 3.33 2.51
H 3.54 -2.01 0.74
H 4.96 4.42 0.05
*
```

Calculated values
Gap between HOMO and LUMO (eV): 6.4
Calculated total energy (eV): -166550.156
Strongest force on any atom (eV Å⁻¹): 0.48
E_HOMO (eV): -4.70
ΔE to the lowest compared entry with this formula, charge and spin (kcal per mole): 0.00



No. 3
# C25H56N2O5V

A structure of composition C25H56N2O5V at a distorted geometry (the ωB97M-V functional and the def2-TZVPD basis, the Open Molecules 2025 dataset).

The geometry in ORCA input format:
```
! wB97M-V def2-TZVPD RIJCOSX def2/J DEFGRID3
* xyz 0 4
V 0.06 0.86 -0.61
O 1.93 1.30 -1.82
O -1.31 -0.60 0.37
O 0.56 1.79 1.32
O -0.66 -0.05 -2.67
O -1.20 2.61 -1.04
N 2.89 1.06 -0.81
N -1.80 -1.31 1.50
C 4.80 1.83 0.79
C -3.15 3.70 -0.14
C -2.50 0.84 2.73
C -1.90 -2.77 1.32
C -0.71 -1.40 -3.01
C -2.91 -0.58 2.17
C 5.38 0.43 0.79
C -3.44 -2.84 3.43
C -2.85 -3.23 0.12
C -0.46 -3.34 1.04
C -2.09 -1.74 -3.62
C 2.06 -1.28 -0.30
C 0.96 1.06 2.45
C 4.78 2.43 -1.65
C 0.42 -1.66 -3.97
C 3.87 2.17 -0.47
C 3.32 -0.37 -0.63
C 4.23 -0.57 0.65
C -2.99 2.86 -2.48
C -2.29 -3.46 2.69
C -3.18 -1.27 3.52
C -4.23 -0.48 1.39
C 4.14 -0.92 -1.86
C -2.57 2.63 -1.03
C 3.11 3.51 -0.07
H -2.69 3.57 0.84
H -2.74 -4.31 0.00
H -0.86 0.37 -3.51
H -4.43 -3.07 3.04
H -4.23 3.61 -0.02
H -2.62 -2.80 -0.86
H 5.67 2.49 0.85
H 5.40 3.31 -1.44
H 2.30 -2.14 0.33
H 1.32 -1.15 -3.64
H 0.72 0.00 2.32
H -3.25 1.27 3.40
H 4.13 -2.01 -1.97
H -2.63 -4.46 2.44
H -4.06 2.78 -2.67
H -4.94 0.33 1.58
H 2.39 3.83 -0.82
H -2.94 1.64 -0.74
H 1.29 -0.73 0.24
H -3.98 -0.33 0.34
H -1.04 3.52 -1.31
H 3.56 -0.46 1.51
H 2.03 1.16 2.65
H 3.90 4.25 0.06
H 0.47 2.71 1.59
H 4.28 2.01 1.73
H -2.29 -1.15 -4.51
H -2.66 3.86 -2.77
H 0.33 1.29 3.30
H -4.08 -0.84 3.97
H -4.90 -1.34 1.43
H -2.91 -1.60 -2.92
H 5.17 -0.56 -1.89
H -1.40 -3.54 3.33
H 5.92 0.32 1.73
H 6.12 0.30 0.00
H 2.53 3.38 0.84
H -1.71 0.80 3.48
H -0.14 -3.23 0.01
H -2.11 -2.79 -3.94
H 1.77 -1.74 -1.24
H -3.83 -3.01 0.53
H -2.40 -1.12 4.26
H -2.45 2.15 -3.11
H 0.15 -1.32 -4.97
H 4.61 -1.59 0.69
H 3.67 -0.49 -2.74
H -3.49 -3.27 4.43
H -0.54 -1.92 -2.07
H -0.29 -4.36 1.37
H -2.32 1.64 2.01
H 0.71 -2.71 -3.98
H 0.27 -2.72 1.57
H -2.78 4.68 -0.42
H 5.45 1.60 -1.86
H 4.23 2.67 -2.57
*
```

Calculated values
Gap between HOMO and LUMO (spin up / spin down) (eV): 6.2 / 6.2
<S²>: 3.76
Calculated total energy (eV): -65734.243
Strongest force on any atom (eV Å⁻¹): 3.53
E_HOMO (spin up / spin down) (eV): -6.04 / -6.07
ΔE to the lowest compared entry with this formula, charge and spin (kcal per mole): 53.42



Look up the calculated total energy of the third one.
-65734.243 eV